{
  "formula": "C22H33Cl3O2Pb",
  "method": "ωB97M-V/def2-TZVPD",
  "charge": -2,
  "fmax_ha_per_bohr": 0.14634,
  "mol_weight_g_mol": 643.1,
  "homo_lumo_gap_ev": 5.29,
  "homo_ev": -1.03,
  "symbols": ["C", "C", "C", "C", "C", "C", "C", "C", "C", "C", "Pb", "Cl", "Cl", "Cl", "H", "H", "H", "H", "H", "H", "H", "H", "H", "H", "H", "H", "H", "H", "H", "O", "H", "C", "C", "C", "C", "C", "C", "C", "C", "C", "C", "C", "C", "O", "H", "H", "H", "H", "H", "H", "H", "H", "H", "H", "H", "H", "H", "H", "H", "H", "H"],
  "positions_angstrom": [[-1.546, 0.832, -1.462], [-0.747, 1.987, -1.151], [-0.946, 2.311, 0.211], [0.039, 2.799, -2.107], [-1.839, 1.368, 0.769], [-2.225, 0.448, -0.264], [-3.251, -0.618, -0.140], [-1.727, 0.230, -2.806], [-0.359, 3.470, 0.920], [-2.383, 1.428, 2.146], [0.000, 0.000, 0.000], [4.216, 2.490, -1.765], [1.599, 0.081, -1.774], [1.696, 1.015, 1.304], [0.238, 2.263, -3.026], [0.996, 3.097, -1.687], [-0.520, 3.705, -2.352], [0.642, 3.692, 0.564], [-0.298, 3.297, 1.990], [-0.980, 4.354, 0.755], [-1.610, 1.658, 2.873], [-2.841, 0.491, 2.440], [-3.141, 2.212, 2.199], [-3.238, -1.070, 0.847], [-3.092, -1.407, -0.869], [-4.245, -0.201, -0.310], [-0.805, 0.257, -3.378], [-2.493, 0.776, -3.361], [-2.034, -0.808, -2.737], [-0.164, -1.803, -0.654], [-0.541, -2.385, 0.025], [1.080, -4.197, -1.524], [1.072, -4.486, -0.009], [0.828, -6.005, 0.154], [2.346, -3.904, 0.609], [3.313, -4.847, 1.037], [4.510, -4.470, 1.591], [4.819, -3.141, 1.715], [3.929, -2.134, 1.299], [4.443, -0.712, 1.432], [4.512, -0.297, 2.908], [5.800, -0.504, 0.737], [2.624, -2.472, 0.774], [1.702, -1.435, 0.532], [1.888, -4.784, -2.012], [1.302, -3.144, -1.771], [0.110, -4.486, -1.983], [0.238, -4.079, 0.566], [1.584, -6.610, -0.391], [0.826, -6.286, 1.229], [-0.167, -6.274, -0.263], [3.170, -5.912, 0.955], [5.220, -5.223, 1.912], [5.784, -2.902, 2.137], [3.788, -0.051, 0.882], [5.224, -0.936, 3.472], [4.839, 0.761, 2.997], [3.508, -0.391, 3.376], [5.728, -0.793, -0.333], [6.089, 0.567, 0.790], [6.614, -1.089, 1.212]],
  "lowdin_charge": [-0.361, -0.348, -0.353, -0.070, -0.328, -0.350, -0.046, -0.048, -0.075, -0.042, 0.845, -0.834, 0.194, 0.299, 0.058, 0.056, 0.081, 0.072, 0.059, 0.080, 0.075, 0.066, 0.084, 0.071, 0.071, 0.082, 0.059, 0.080, 0.071, -0.389, 0.001, -0.085, -0.384, -0.124, -0.109, -0.096, -0.160, -0.086, -0.124, -0.419, -0.098, -0.088, -0.171, -0.472, 0.083, 0.065, 0.073, 0.112, 0.069, 0.075, 0.069, 0.075, 0.075, 0.090, 0.043, 0.066, 0.074, 0.067, 0.089, 0.073, 0.055]
}